{"formula": "C4H6OS2", "method": "wB97M-V/def2-TZVPD", "total_energy_ev": -27958.924, "total_charge": 0, "elements": ["C", "C", "C", "C", "H", "H", "H", "H", "H", "H", "O", "S", "S"], "coordinates": [[0.689, 1.922, -0.019], [-0.117, -0.440, 1.321], [0.031, -0.707, -0.140], [-0.890, -1.619, -0.749], [1.442, 0.814, -0.328], [1.398, 2.854, 0.197], [-0.187, 2.103, -0.738], [1.054, -0.734, -0.386], [-1.886, -1.419, -0.378], [-0.556, -2.369, -1.539], [-0.666, -0.078, -1.167], [0.034, 1.284, 1.595], [-0.346, -1.610, 2.332]]}

---

{"formula": "C11H12N3O", "method": "wB97M-V/def2-TZVPD", "smiles": "COCc1cc(-c2cccnc2)cn[nH+]1", "total_energy_ev": -18111.622, "total_charge": 1, "elements": ["C", "O", "C", "C", "C", "C", "C", "C", "C", "C", "N", "C", "C", "N", "N", "H", "H", "H", "H", "H", "H", "H", "H", "H", "H", "H", "H"], "coordinates": [[3.760, 0.087, 0.342], [3.472, 1.457, 0.159], [2.579, 1.733, -0.889], [1.165, 1.589, -0.377], [0.431, 0.418, -0.512], [-0.814, 0.377, 0.078], [-1.692, -0.790, 0.004], [-2.436, -1.241, 1.097], [-3.226, -2.371, 0.933], [-3.256, -2.984, -0.318], [-2.567, -2.561, -1.377], [-1.800, -1.493, -1.203], [-1.242, 1.536, 0.761], [-0.548, 2.630, 0.884], [0.646, 2.598, 0.298], [4.603, 0.017, 1.016], [2.933, -0.459, 0.802], [4.019, -0.408, -0.595], [2.763, 2.738, -1.253], [2.709, 1.020, -1.702], [0.830, -0.424, -1.051], [-2.371, -0.732, 2.048], [-3.791, -2.740, 1.772], [-3.867, -3.863, -0.455], [-1.269, -1.126, -2.072], [-2.230, 1.552, 1.192], [1.200, 3.438, 0.419]]}

---

{"formula": "C20H22F2N2O3S", "method": "wB97M-V/def2-TZVPD", "smiles": "CC(C)(C)NC(=O)COC(=O)c1ccccc1Nc1ccc(SC(F)F)cc1", "total_energy_ev": -46491.368, "total_charge": 0, "elements": ["C", "C", "C", "C", "N", "C", "O", "C", "O", "C", "O", "C", "C", "C", "C", "C", "C", "N", "C", "C", "C", "C", "S", "C", "F", "F", "C", "C", "H", "H", "H", "H", "H", "H", "H", "H", "H", "H", "H", "H", "H", "H", "H", "H", "H", "H", "H", "H", "H", "H"], "coordinates": [[-2.575, -3.551, -3.638], [-1.916, -2.225, -4.013], [-2.870, -1.058, -3.743], [-1.493, -2.236, -5.484], [-0.728, -2.087, -3.169], [0.125, -1.056, -3.193], [0.076, -0.102, -3.940], [1.242, -1.181, -2.135], [0.760, -0.879, -0.826], [0.175, -1.868, -0.122], [0.019, -2.978, -0.591], [-0.247, -1.499, 1.238], [-0.895, -2.517, 1.949], [-1.348, -2.329, 3.233], [-1.183, -1.085, 3.831], [-0.551, -0.067, 3.155], [-0.046, -0.246, 1.860], [0.562, 0.795, 1.206], [1.229, 1.881, 1.744], [1.825, 1.859, 3.006], [2.507, 2.963, 3.479], [2.592, 4.111, 2.704], [3.467, 5.552, 3.279], [2.799, 5.623, 4.981], [3.589, 4.975, 5.861], [2.727, 6.895, 5.393], [2.040, 4.132, 1.430], [1.373, 3.025, 0.953], [-2.854, -3.555, -2.586], [-1.895, -4.380, -3.821], [-3.472, -3.703, -4.233], [-3.763, -1.154, -4.354], [-2.379, -0.120, -3.984], [-3.162, -1.043, -2.695], [-0.810, -3.061, -5.674], [-2.364, -2.347, -6.122], [-0.991, -1.304, -5.729], [-0.593, -2.793, -2.453], [1.666, -2.190, -2.148], [2.011, -0.436, -2.343], [-1.026, -3.465, 1.450], [-1.839, -3.130, 3.763], [-1.564, -0.908, 4.826], [-0.469, 0.907, 3.612], [0.581, 0.731, 0.198], [1.793, 0.962, 3.604], [2.986, 2.917, 4.446], [1.797, 5.171, 5.014], [2.140, 5.017, 0.822], [0.948, 3.039, -0.040]]}

---

{"formula": "C27H23BBrCuN4O4", "method": "wB97M-V/def2-TZVPD", "total_energy_ev": -157881.368, "total_charge": 0, "elements": ["Cu", "O", "N", "O", "C", "C", "C", "C", "C", "C", "N", "C", "C", "N", "C", "C", "C", "C", "H", "H", "H", "H", "H", "H", "H", "Br", "C", "C", "C", "N", "C", "C", "H", "H", "H", "H", "C", "C", "C", "C", "C", "C", "C", "C", "O", "B", "O", "C", "C", "H", "H", "H", "H", "H", "H", "H", "H", "H", "H", "H", "H"], "coordinates": [[1.169, 0.378, 0.060], [7.537, -1.662, 3.923], [6.530, -1.022, 4.139], [6.264, -0.513, 5.209], [5.576, -0.842, 3.016], [6.042, -1.210, 1.805], [5.245, -1.065, 0.630], [5.702, -1.432, -0.647], [4.873, -1.255, -1.722], [3.596, -0.716, -1.507], [3.149, -0.364, -0.319], [3.959, -0.533, 0.745], [3.455, -0.150, 2.051], [2.201, 0.337, 2.071], [1.675, 0.690, 3.221], [2.370, 0.574, 4.428], [3.650, 0.083, 4.428], [4.247, -0.297, 3.207], [7.041, -1.616, 1.732], [6.695, -1.848, -0.764], [5.181, -1.526, -2.722], [2.908, -0.572, -2.332], [0.660, 1.069, 3.187], [1.896, 0.868, 5.354], [4.194, -0.012, 5.350], [2.319, 7.179, -0.047], [2.093, 5.306, -0.089], [0.847, 4.763, -0.341], [0.732, 3.380, -0.361], [1.765, 2.564, -0.149], [2.955, 3.110, 0.089], [3.179, 4.476, 0.131], [-0.015, 5.390, -0.517], [-0.220, 2.898, -0.552], [3.775, 2.419, 0.257], [4.163, 4.874, 0.328], [-7.277, -1.951, -1.050], [-6.156, -2.088, -2.091], [-6.682, -1.644, -3.463], [-5.772, -3.565, -2.184], [-4.970, -1.208, -1.686], [-5.158, 0.171, -1.557], [-4.132, 1.039, -1.190], [-2.896, 0.482, -0.950], [-1.727, 1.082, -0.575], [-0.735, 0.053, -0.462], [-1.390, -1.170, -0.782], [-2.691, -0.879, -1.074], [-3.703, -1.743, -1.438], [-8.129, -2.577, -1.327], [-7.626, -0.922, -0.972], [-6.927, -2.263, -0.065], [-7.528, -2.267, -3.763], [-5.902, -1.735, -4.221], [-7.015, -0.606, -3.447], [-6.647, -4.149, -2.474], [-5.416, -3.949, -1.227], [-4.996, -3.731, -2.933], [-6.138, 0.593, -1.747], [-4.301, 2.103, -1.094], [-3.493, -2.799, -1.518]]}

---

{"formula": "CH2FIO", "method": "wB97M-V/def2-TZVPD", "total_energy_ev": -13932.569, "total_charge": 0, "elements": ["C", "O", "F", "I", "H", "H"], "coordinates": [[0.176, 0.113, 0.019], [-0.348, -1.020, -0.478], [0.250, 0.051, 1.331], [-0.923, 1.892, -0.658], [1.706, 0.221, -0.500], [-0.862, -1.257, 0.286]]}

---

{"formula": "C2H5ClN2", "method": "wB97M-V/def2-TZVPD", "total_energy_ev": -17653.590, "total_charge": 0, "elements": ["C", "C", "N", "N", "Cl", "H", "H", "H", "H", "H"], "coordinates": [[-1.276, -1.010, -0.167], [-1.692, 1.391, 0.212], [-1.509, 0.164, -0.168], [1.890, -0.399, 0.222], [3.301, 0.565, -0.196], [-1.043, -1.628, -1.072], [-0.797, 1.968, 0.393], [1.367, -0.551, -0.670], [-2.751, 1.712, 0.271], [1.386, 0.218, 0.831]]}